Here is a cluster of 5 separate species, C21H48BO19P4 in total at a distorted geometry from OMol25. Energies are from ωB97M-V/def2-TZVPD.

gap between HOMO and LUMO = 1.5 eV
maximum force = 0.2043 Eh/bohr
charge = -1

Positions of all 93 atoms, in Å:
P1 -1.483 3.680 1.706
P2 1.395 0.732 -5.036
P3 2.495 -5.003 -0.576
P4 -7.642 2.786 -2.833
O1 -8.265 1.487 -3.791
O2 2.988 -5.462 -2.088
O3 3.735 -3.215 6.542
O4 2.424 -0.616 -4.693
O5 6.614 0.172 4.418
O6 -1.741 2.480 0.488
O7 -2.254 2.763 2.664
O8 0.869 0.596 -3.602
O9 6.716 -1.043 6.441
O10 -7.019 4.084 -1.876
O11 1.935 -6.605 -0.239
O12 -6.185 2.382 -3.094
O13 3.055 -3.401 -0.912
O14 -1.225 4.881 2.925
O15 1.021 -4.585 -0.641
O16 0.462 -0.199 -6.039
O17 -8.122 3.845 -4.012
O18 0.366 2.079 -5.380
O19 -2.555 4.703 0.968
C1 -7.366 0.787 -4.639
C2 1.003 -1.666 3.685
C3 5.980 -1.166 4.204
C4 0.905 -0.137 6.128
C5 5.411 -1.345 5.766
C6 -1.977 4.789 4.126
C7 2.730 -2.408 5.833
C8 2.071 -1.142 6.705
C9 2.193 -2.672 4.291
C10 -3.160 4.371 -0.274
C11 2.116 -2.450 -1.391
C12 2.614 -7.175 0.867
C13 0.804 -1.545 -6.331
C14 -7.989 5.249 -3.844
C15 2.907 -6.813 -2.516
C16 0.362 -0.446 4.586
C17 3.761 -0.369 -5.093
C18 -7.671 4.169 -0.620
C19 5.107 -2.919 6.103
C20 -0.545 2.177 -0.210
C21 -0.695 2.360 -4.478
B1 7.006 0.315 5.864
H1 2.481 -0.961 7.809
H2 3.685 -7.228 0.656
H3 0.438 0.736 6.777
H4 2.233 -8.184 1.034
H5 0.084 -1.954 -7.043
H6 0.769 -2.159 -5.424
H7 -0.162 3.077 -0.696
H8 4.367 -1.247 -4.863
H9 5.115 -1.254 3.419
H10 6.947 -1.812 3.938
H11 -1.293 3.177 -4.889
H12 -3.791 5.201 -0.600
H13 -3.794 3.485 -0.170
H14 -7.518 3.241 -0.058
H15 1.792 -1.600 -6.796
H16 -1.759 5.667 4.740
H17 -8.549 5.587 -2.967
H18 6.310 1.178 6.319
H19 1.620 -2.816 -2.294
H20 4.738 -0.497 6.208
H21 -8.408 5.757 -4.716
H22 -6.934 5.531 -3.762
H23 1.863 -7.144 -2.554
H24 1.385 -2.216 -0.612
H25 3.494 -7.461 -1.860
H26 8.113 0.700 5.953
H27 -8.740 4.340 -0.769
H28 5.815 -3.205 7.020
H29 0.603 -1.880 2.600
H30 -0.760 1.424 -0.969
H31 2.640 -3.550 3.640
H32 3.796 -0.181 -6.169
H33 -6.858 1.478 -5.319
H34 -6.641 0.227 -4.040
H35 2.650 -1.528 -1.636
H36 5.423 -3.653 5.227
H37 2.441 -6.570 1.763
H38 -3.050 4.771 3.911
H39 -7.250 5.004 -0.059
H40 4.158 0.496 -4.551
H41 0.204 1.784 0.487
H42 -7.936 0.068 -5.232
H43 -1.678 3.902 4.693
H44 -0.294 2.691 -3.515
H45 3.325 -6.899 -3.521
H46 -0.490 0.274 4.187
H47 -2.399 4.215 -1.044
H48 -1.338 1.484 -4.353

Here is the molecule C3H6Cl2OSi at a distorted geometry from OMol25. Energies are from ωB97M-V/def2-TZVPD.

gap between HOMO and LUMO (spin up / spin down) = 8.1 / 7.4 eV
maximum force = 0.0722 Eh/bohr
charge = 0

Positions of all 13 atoms, in Å:
Cl1 4.406 -1.743 1.580
Cl2 2.269 -4.375 1.290
Si1 2.547 -2.483 1.767
O1 1.811 -1.436 0.809
C1 0.554 0.419 -0.127
C2 -0.734 1.155 -0.342
C3 0.501 -0.971 0.611
H1 -0.907 1.645 -1.292
H2 0.041 -1.084 1.701
H3 -0.126 -1.751 -0.056
H4 1.179 1.027 0.621
H5 1.067 0.027 -1.060
H6 -1.478 1.251 0.401

Here is a cluster of 9 separate species, C36H54O25 in total at a distorted geometry from OMol25. Energies are from ωB97M-V/def2-TZVPD.

gap between HOMO and LUMO = 10.2 eV
maximum force = 0.0832 Eh/bohr
charge = 0
SMILES string = C[C@H]1COC(=O)O1.C[C@H]1COC(=O)O1.C[C@H]1COC(=O)O1.C[C@H]1COC(=O)O1.C[C@H]1COC(=O)O1.C[C@H]1COC(=O)O1.C[C@H]1COC(=O)O1.O=C1CCCO1.O=C1CCCO1

Positions of all 115 atoms, in Å:
O1 -22.564 -2.170 -2.087
O2 -22.908 -7.159 -2.840
O3 -23.209 -13.700 1.569
O4 -23.992 -8.786 -1.719
O5 -23.027 -6.671 1.979
O6 -20.171 -7.247 2.258
O7 -22.406 -11.863 0.661
O8 -17.145 -12.236 0.462
O9 -25.094 -2.589 3.913
O10 -17.652 -13.267 -1.422
O11 -25.179 -7.139 2.575
O12 -20.162 -8.669 0.524
O13 -25.182 -6.996 -2.538
O14 -19.042 -4.328 3.487
O15 -17.548 -0.670 0.241
O16 -21.839 -3.193 -3.999
O17 -17.549 -2.942 0.330
O18 -22.930 -2.006 3.811
O19 -17.527 -5.980 3.848
O20 -21.011 -1.195 -3.299
O21 -19.421 -6.016 4.945
O22 -24.634 -5.291 1.457
O23 -23.934 -11.698 2.266
O24 -23.497 -4.064 4.344
O25 -16.140 -1.756 1.573
C1 -23.402 -5.933 -3.529
C2 -15.879 -4.652 -0.199
C3 -18.673 -5.348 4.059
C4 -21.672 -2.609 4.191
C5 -24.185 -6.414 1.993
C6 -18.778 -7.307 5.308
C7 -20.242 -8.576 -0.913
C8 -22.501 -9.896 3.166
C9 -23.440 -10.381 2.068
C10 -22.837 -10.411 0.708
C11 -24.009 -7.753 -2.308
C12 -18.869 -13.528 -2.202
C13 -20.017 -13.413 -1.313
C14 -21.824 -2.283 -3.240
C15 -21.121 -2.080 5.490
C16 -21.240 -0.308 -2.196
C17 -19.505 -12.462 -0.216
C18 -22.030 -4.088 4.347
C19 -26.467 -6.535 2.373
C20 -16.669 -3.943 0.912
C21 -23.186 -12.503 1.484
C22 -27.303 -6.515 3.643
C23 -24.886 -4.571 -1.938
C24 -17.111 -1.711 0.637
C25 -22.541 -0.876 -1.615
C26 -20.156 -7.437 1.103
C27 -22.616 -0.907 -0.154
C28 -23.959 -2.857 4.088
C29 -26.029 -5.132 1.866
C30 -18.003 -12.616 -0.266
C31 -15.837 -3.120 1.901
C32 -24.809 -5.705 -3.016
C33 -20.049 -7.101 -1.325
C34 -17.512 -7.278 4.493
C35 -20.242 -6.389 0.034
C36 -19.785 -8.405 5.102
H1 -19.509 -9.293 5.690
H2 -20.090 -2.442 5.618
H3 -19.062 -6.943 -1.695
H4 -20.739 -6.956 -2.129
H5 -21.782 -2.471 6.323
H6 -21.901 -9.827 0.594
H7 -25.088 -3.560 -2.340
H8 -25.643 -4.762 -1.218
H9 -21.239 0.712 -2.557
H10 -27.489 -7.464 4.082
H11 -19.729 -11.441 -0.398
H12 -22.782 -5.090 -3.337
H13 -23.049 -9.710 4.036
H14 -15.462 -5.593 0.138
H15 -20.099 -14.359 -0.822
H16 -16.554 -7.262 5.010
H17 -21.719 -1.369 0.262
H18 -15.006 -4.072 -0.458
H19 -20.426 -0.464 -1.495
H20 -20.992 -2.435 3.332
H21 -21.130 -9.110 -1.242
H22 -14.739 -3.301 1.822
H23 -18.612 -7.233 6.391
H24 -25.439 -5.521 -3.909
H25 -17.605 -8.064 3.742
H26 -20.659 -8.027 5.601
H27 -18.668 -12.885 -3.033
H28 -20.102 -8.677 4.112
H29 -23.425 -6.198 -4.595
H30 -19.879 -12.613 0.794
H31 -26.737 -5.971 4.420
H32 -22.639 0.157 0.203
H33 -23.557 -10.211 -0.089
H34 -26.011 -4.416 2.680
H35 -20.916 -13.029 -1.769
H36 -17.318 -4.659 1.406
H37 -16.549 -4.892 -1.044
H38 -26.889 -7.130 1.556
H39 -19.437 -9.263 -1.240
H40 -22.087 -8.912 2.935
H41 -21.299 -6.133 0.156
H42 -21.032 -1.003 5.607
H43 -21.664 -4.503 5.251
H44 -19.655 -5.468 0.204
H45 -18.553 -14.458 -2.659
H46 -21.721 -4.712 3.476
H47 -28.265 -6.057 3.462
H48 -26.629 -4.804 1.008
H49 -24.326 -9.677 2.004
H50 -23.498 -1.417 0.275
H51 -23.457 -0.425 -2.089
H52 -23.921 -4.520 -1.457
H53 -21.656 -10.540 3.345
H54 -16.048 -3.389 2.946

Here is a structure of composition C32H26FN9S3Sn at a distorted geometry from OMol25. Energies are from ωB97M-V/def2-TZVPD.

gap between HOMO and LUMO = 5.9 eV
maximum force = 0.0296 Eh/bohr
charge = 0

Positions of all 72 atoms, in Å:
Sn1 0.057 0.005 -0.978
S1 -4.269 -2.367 0.547
S2 -6.839 -2.377 2.037
S3 -1.338 -1.637 0.662
F1 0.533 2.742 -7.134
N1 3.488 4.785 2.302
N2 -4.465 -1.346 2.872
N3 3.764 2.556 1.747
N4 1.919 3.796 1.015
N5 2.362 -1.659 -0.967
N6 -3.175 -1.130 2.510
N7 1.705 -0.850 1.461
N8 0.557 2.154 -0.141
N9 2.224 0.318 -2.685
C1 1.818 -2.168 1.278
C2 -4.359 0.576 6.008
C3 2.416 -2.575 -0.003
C4 -5.466 0.092 6.686
C5 -5.247 -1.991 1.961
C6 -4.842 -0.875 4.146
C7 -0.428 1.004 -5.834
C8 -0.040 2.325 -5.970
C9 -6.256 -0.873 6.088
C10 3.036 3.686 1.675
C11 3.016 -3.816 -0.213
C12 -2.883 -1.592 1.350
C13 -0.736 2.801 -3.744
C14 3.484 -3.134 -2.459
C15 1.271 2.880 0.415
C16 3.317 0.259 -5.219
C17 0.640 -1.255 3.555
C18 2.219 1.393 -3.448
C19 -0.188 3.231 -4.935
C20 1.344 -3.090 2.208
C21 2.794 -0.804 -3.135
C22 2.865 -1.915 -2.173
C23 2.783 1.434 -4.713
C24 3.560 -4.087 -1.457
C25 1.128 -0.418 2.569
C26 -1.708 1.012 -2.300
C27 -0.980 0.596 -4.638
C28 -4.048 0.103 4.747
C29 3.321 -0.874 -4.426
C30 0.741 -2.623 3.361
C31 -5.948 -1.366 4.833
C32 -1.156 1.478 -3.564
H1 3.729 0.226 -6.216
H2 -3.732 1.329 6.465
H3 0.332 -3.312 4.085
H4 3.913 -3.340 -3.427
H5 -7.122 -1.261 6.601
H6 2.784 2.345 -5.287
H7 2.923 5.616 2.264
H8 4.605 2.511 2.295
H9 -1.286 -0.435 -4.518
H10 3.438 1.720 1.287
H11 -3.187 0.478 4.217
H12 -0.308 0.316 -6.658
H13 3.077 -4.549 0.576
H14 0.133 4.252 -5.072
H15 -6.573 -2.125 4.398
H16 -2.169 1.814 -1.722
H17 -5.705 0.458 7.674
H18 -0.837 3.491 -2.921
H19 3.732 -1.793 -4.811
H20 1.742 2.257 -3.014
H21 4.300 4.766 2.889
H22 4.050 -5.032 -1.646
H23 1.039 0.659 2.653
H24 -2.429 0.204 -2.456
H25 1.389 -4.149 2.011
H26 0.168 -0.848 4.435

The lowest maximum force belongs to which entry? C32H26FN9S3Sn